# 1
2 unconnected molecules or ions with the total composition C28H61BClNO3 at a distorted geometry, computed with ωB97M-V/def2-TZVPD.

```
95
Properties=species:S:1:pos:R:3:mulliken_charge:R:1
H 0.88 -3.80 3.66 0.518
C -8.67 2.47 -0.13 -0.388
H 5.53 3.74 0.38 0.296
H 3.06 -1.15 0.27 0.174
H -0.63 -3.94 2.84 0.429
H -9.61 4.37 0.35 0.291
C -3.44 -1.16 1.66 -0.678
H 4.24 4.95 0.34 0.345
H 2.16 1.73 0.81 -0.094
C 2.66 3.99 2.22 -0.856
C 7.43 -0.09 -4.50 0.331
H 4.38 -3.72 0.79 0.369
H 1.42 1.08 -1.80 0.520
C -4.27 -1.90 0.62 -0.804
H -6.45 -3.11 1.25 0.414
O -11.04 1.57 -0.41 -0.525
H 0.60 -4.09 0.90 0.456
H 8.13 1.46 -5.84 0.409
H 4.21 0.73 -2.66 0.229
H 4.07 0.71 -0.90 0.337
H -3.11 -0.22 1.22 0.271
C 1.58 3.77 1.14 -0.982
H -0.21 -1.94 4.46 0.443
C 3.53 0.55 -1.83 -0.162
O -8.47 -0.61 0.46 -0.186
H 8.76 -1.62 -3.76 0.317
H -8.68 -2.65 0.82 0.345
H -6.80 -1.58 2.13 0.217
H 9.21 0.01 -3.28 0.342
C -6.67 -2.05 1.16 -0.720
H 2.60 -4.50 2.47 0.461
C -9.26 3.49 0.88 -1.098
C 1.03 -3.36 1.57 -0.178
C 7.47 1.35 -4.98 -1.285
H 0.94 -2.36 1.14 0.058
H -8.56 -0.25 -1.55 0.331
H 3.39 -3.54 -1.55 0.551
H 0.93 -1.36 3.30 0.266
H -2.50 -2.79 2.70 0.354
H 1.42 4.66 0.53 0.420
C 1.75 2.54 0.23 -0.276
H 2.78 5.07 2.33 0.316
H 6.87 0.34 -2.68 0.301
H -0.65 -0.53 1.85 0.184
H -8.48 3.83 1.56 0.322
H -1.84 -2.47 1.12 0.293
H 1.87 -3.08 -0.83 0.350
H 7.02 -0.73 -5.29 0.246
H 2.36 1.89 -3.02 0.479
C 3.05 -0.91 -1.83 -0.993
C -1.10 -1.14 2.63 -0.608
H 0.75 2.22 -0.05 0.519
N -5.60 -1.32 0.45 -0.108
C 4.05 3.45 1.93 -0.171
H 5.51 5.00 1.56 0.407
H -11.37 1.58 -1.33 0.320
H -1.55 -0.43 3.33 0.538
C -9.18 -0.21 -0.66 0.005
H -7.81 -2.23 -0.64 0.483
H 6.47 1.69 -5.25 0.317
C 8.81 -0.59 -4.10 -1.275
H 9.51 -0.53 -4.94 0.385
H -4.01 -0.93 2.55 0.276
C -0.01 -1.91 3.39 -1.066
Cl -10.62 -1.30 -0.94 -0.230
O 6.53 -0.22 -3.39 -0.430
H 7.83 2.01 -4.18 0.322
H -7.76 2.04 0.29 0.268
H 2.31 3.65 3.19 0.391
H -5.83 -1.32 -0.54 0.229
H 2.21 3.68 -1.56 0.421
C 2.53 2.78 -1.05 -0.128
C 3.47 -1.68 -0.59 -0.234
H 3.26 -5.00 0.32 0.361
H 4.06 2.42 1.59 0.168
C 3.34 -3.94 0.55 -1.054
C 2.38 1.56 -1.98 -1.319
C 2.51 -3.64 1.82 -0.930
C 0.26 -3.32 2.91 -0.831
H 4.56 -1.67 -0.50 0.306
B -9.69 1.30 -0.39 0.176
H 1.96 -0.95 -1.90 0.311
H 4.58 3.44 2.88 0.409
H 2.92 -2.79 2.37 0.315
H -8.44 2.98 -1.06 0.348
C -2.20 -1.99 2.03 -0.378
H 0.64 3.63 1.66 0.360
H 3.42 -1.45 -2.70 0.372
C 2.95 -3.10 -0.65 -0.878
H 3.60 2.85 -0.83 -0.054
H -4.31 -2.96 0.91 0.297
H -3.73 -1.87 -0.32 0.428
C 4.87 4.34 0.99 -1.356
C -7.97 -1.95 0.40 -0.745
H -10.08 3.07 1.45 0.302
```

The calculation puts the frontier orbital gap at 9.403 eV. For the molar mass, the calculation gives 506.06 u. Its structure (SMILES) is CCCCCCCCCCCCCCCCCCCCNCCO[C@@H](Cl)B(O)CC.CC(C)O. The calculation puts the HOMO energy at -8.9 eV. Its net charge is 0.

---

# 2
A single C3H5N3 molecule at a distorted geometry, computed with ωB97M-V/def2-TZVPD.

```
11
Properties=species:S:1:pos:R:3:mulliken_charge:R:1
H -2.00 0.91 0.63 0.307
N 0.05 -1.09 -1.26 -0.450
C 0.53 -0.11 -0.42 0.595
N 0.09 0.56 0.55 -0.389
N 2.94 0.71 -1.04 -0.393
C 1.89 0.32 -0.79 0.055
H -1.38 -0.23 1.87 0.291
H 0.76 -1.59 -1.78 0.259
C -1.14 0.66 1.27 -0.771
H -1.00 1.49 1.96 0.262
H -0.74 -1.65 -0.98 0.235
```

The calculation puts the frontier orbital gap at 10.276 eV. For the molar mass, the calculation gives 83.09 u. Its structure (SMILES) is C/N=C(\N)C#N. The energy above the lowest of the compared OMol25 structures with the same formula, charge and spin is 30.03 kcal per mole. The calculation puts the HOMO energy at -9.7 eV. Its net charge is 0.